## i
C3H6N4O in the gas phase, computed with ωB97M-V/def2-TZVPD.

CARTESIAN COORDINATES (ANGSTROEM)
H 0.466 2.630 -0.238
N -0.201 1.774 -0.221
C 0.395 0.763 0.143
N 1.780 0.606 0.367
C 1.969 -0.619 0.035
O 0.836 -1.281 -0.315
N -0.321 -0.484 0.183
N -1.372 -0.344 -0.643
C -2.364 -0.425 0.432
H 2.713 -1.377 0.141
H -1.264 0.808 -0.961
H -2.216 -1.506 0.908
H -2.257 0.457 1.271
H -3.331 0.053 -0.067

For the HOMO-LUMO gap, the calculation gives 10.4 eV. As for the total charge: 0. The structure (SMILES) is [H]/N=c1\ncon1NC.

## ii
C3H6N4O in the gas phase, computed with ωB97M-V/def2-TZVPD.

CARTESIAN COORDINATES (ANGSTROEM)
N -0.763 0.170 -2.010
N -0.303 -0.392 -0.742
C -0.787 -1.460 -0.071
C -0.390 -1.456 1.227
C 0.466 -0.283 1.408
O 1.100 0.123 2.339
N 0.397 0.377 0.160
N 0.645 1.788 0.097
H -0.968 1.165 -1.673
H 0.061 0.379 -2.534
H -1.223 -2.207 -0.600
H -0.514 -2.237 1.872
H 1.440 2.118 -0.538
H 0.838 1.915 1.066

For the HOMO-LUMO gap, the calculation gives 8.7 eV. As for the total charge: 0. The structure (SMILES) is Nn1ccc(=O)n1N.

## iii
C3H6N4O in the gas phase, computed with ωB97M-V/def2-TZVPD.

CARTESIAN COORDINATES (ANGSTROEM)
C -2.072 0.950 1.110
N -0.906 0.513 0.947
N 0.076 1.501 0.694
C 0.825 1.176 -0.275
C 0.556 0.075 -1.268
O 0.178 0.261 -2.432
N 0.791 -1.197 -0.839
N 1.294 -1.504 0.398
H -2.363 1.989 0.939
H -2.822 0.133 1.203
H 1.659 1.836 -0.552
H 0.176 -1.812 -1.328
H 0.609 -1.697 1.106
H 1.999 -2.226 0.298

For the HOMO-LUMO gap, the calculation gives 10.2 eV. As for the total charge: 0. The structure (SMILES) is C=N/N=C\C(=O)NN.

## iv
C3H6N4O in the gas phase, computed with ωB97M-V/def2-TZVPD.

CARTESIAN COORDINATES (ANGSTROEM)
N 1.529 1.604 0.076
C 0.378 0.741 -0.158
N -0.981 1.074 -0.262
C -1.602 -0.071 -0.082
O -2.968 -0.072 0.078
N -0.790 -1.093 -0.064
C 0.519 -0.626 -0.131
N 1.594 -1.586 0.163
H 1.378 2.261 0.903
H 1.341 2.432 -0.650
H -3.187 0.862 0.724
H -1.240 -1.994 -0.089
H 1.452 -2.495 -0.605
H 2.579 -1.037 0.097

For the HOMO-LUMO gap, the calculation gives 8.2 eV. As for the total charge: 0. The structure (SMILES) is Nc1nc(O)[nH]c1N.

Short version: iv is the most stable of them.

## i
C3H6N4O in the gas phase, computed with ωB97M-V/def2-TZVPD.

CARTESIAN COORDINATES (ANGSTROEM)
N -2.702 -0.063 -0.008
C -1.311 0.057 0.105
N -0.606 1.152 0.105
C 0.692 0.736 0.059
O 1.747 1.600 -0.080
C 0.807 -0.615 -0.038
N 1.769 -1.599 -0.023
N -0.521 -1.106 -0.034
H -2.926 0.881 -0.271
H -3.076 -0.751 -0.607
H 1.433 2.543 -0.028
H 2.277 -1.579 0.906
H 2.427 -1.629 -0.823
H -0.824 -2.017 0.424

For the HOMO-LUMO gap, the calculation gives 8.3 eV. As for the total charge: 0. The structure (SMILES) is Nc1nc(O)c(N)[nH]1.

## ii
C3H6N4O in the gas phase, computed with ωB97M-V/def2-TZVPD.

CARTESIAN COORDINATES (ANGSTROEM)
H -2.236 1.224 -0.315
N -2.262 0.193 -0.315
C -1.070 -0.156 -0.008
N -0.745 -1.457 0.073
C 0.599 -1.606 0.268
O 1.209 -2.664 0.312
C 1.213 -0.208 0.368
N 0.020 0.640 0.252
N 0.035 1.928 -0.322
H -1.398 -2.204 -0.090
H 1.908 -0.050 -0.460
H 1.695 -0.074 1.339
H 0.364 1.890 -1.290
H 0.670 2.545 0.187

For the HOMO-LUMO gap, the calculation gives 9.7 eV. As for the total charge: 0. The structure (SMILES) is [H]/N=C1/NC(=O)CN1N.

## iii
C3H6N4O in the gas phase, computed with ωB97M-V/def2-TZVPD.

CARTESIAN COORDINATES (ANGSTROEM)
C -0.412 1.367 -1.599
N 0.849 0.659 -1.657
N 1.233 -0.078 -0.500
C 0.408 -0.513 0.427
C 0.923 -1.239 1.596
N -0.046 -1.557 2.343
N -1.184 -0.924 1.950
O -0.947 -0.315 0.680
H -1.238 0.583 -1.417
H -0.431 2.122 -0.856
H -0.590 1.842 -2.593
H 1.613 1.253 -1.905
H 1.890 -1.704 1.553
H -2.069 -1.497 1.978

For the HOMO-LUMO gap, the calculation gives 8.7 eV. As for the total charge: 0. The structure (SMILES) is CN/N=c1/cn[nH]o1.

Short version: i is the most stable of them.

## i
C5H8N2S in the gas phase, computed with ωB97M-V/def2-TZVPD.

CARTESIAN COORDINATES (ANGSTROEM)
C 1.317 1.833 -1.534
C 0.207 1.105 -1.567
C 1.036 0.021 0.368
C 0.919 -0.414 1.733
C -1.333 -0.134 -0.214
N 2.087 1.760 -0.433
N 0.044 0.190 -0.505
S 3.491 2.272 -0.008
H 1.413 2.676 -2.201
H -0.543 1.048 -2.417
H 0.460 0.472 2.199
H -0.010 -1.059 1.814
H 1.946 -0.686 2.111
H -1.874 0.470 0.628
H -1.825 -0.111 -1.227
H -1.368 -1.212 0.209

For the HOMO-LUMO gap (spin up / spin down), the calculation gives 6.7 / 6.6 eV. As for the total charge: 0.

## ii
C5H8N2S in the gas phase, computed with ωB97M-V/def2-TZVPD.

CARTESIAN COORDINATES (ANGSTROEM)
N -1.848 -1.531 0.196
C -0.690 -0.759 0.003
C 0.588 -1.249 0.031
C 1.725 -0.341 -0.048
S 3.360 -0.766 0.011
N 1.415 0.964 -0.129
C 0.212 1.534 0.380
C -0.929 0.741 -0.308
H -2.658 -1.185 -0.281
H -1.653 -2.469 -0.150
H 0.702 -2.309 0.203
H 2.265 1.549 -0.160
H 0.211 2.604 0.090
H 0.120 1.283 1.469
H -1.897 1.032 0.108
H -0.922 0.902 -1.416

For the HOMO-LUMO gap, the calculation gives 8.4 eV. As for the total charge: 0. The structure (SMILES) is NC1=CC(=S)NCC1.

Short version: ii is the most stable of them.

## i
2 unconnected molecules or ions with the total composition CH4IN2, computed with ωB97M-V/def2-TZVPD.

CARTESIAN COORDINATES (ANGSTROEM)
C -0.479 0.517 0.427
N -0.814 0.090 -0.698
N 2.467 -0.488 0.047
I 4.169 -0.083 -0.731
H -0.947 0.258 1.364
H -1.583 -0.571 -0.883
H -0.315 0.407 -1.532
H 2.545 -0.717 1.042

For the HOMO-LUMO gap (spin up / spin down), the calculation gives 5.2 / 7.0 eV. As for the total charge: +1.

## ii
2 unconnected molecules or ions with the total composition CH4IN2, computed with ωB97M-V/def2-TZVPD.

CARTESIAN COORDINATES (ANGSTROEM)
C 0.699 0.312 0.003
N -0.978 -1.427 -0.111
N -0.028 1.366 -0.041
I 2.718 -0.076 0.062
H -0.185 -1.961 -0.325
H -1.425 -1.648 0.732
H -1.026 1.179 0.052
H 0.226 2.256 -0.372

For the HOMO-LUMO gap (spin up / spin down), the calculation gives 7.6 / 7.6 eV. As for the total charge: +1.

Short version: ii is the most stable of them.

## i
A molecular structure, C32H27Cl4N5O2PSV, computed with ωB97M-V/def2-TZVPD.

CARTESIAN COORDINATES (ANGSTROEM)
V -1.087 0.148 0.305
Cl 1.249 -0.904 0.895
C 1.842 -1.545 2.425
C 2.773 -2.558 2.301
C 3.311 -3.133 3.441
C 2.886 -2.679 4.681
C 1.953 -1.667 4.771
Cl 1.485 -1.166 6.372
C 1.372 -1.013 3.650
S 0.272 0.283 3.784
H 3.063 -2.892 1.313
H 4.043 -3.926 3.365
H 3.278 -3.108 5.594
O -0.479 -3.539 -1.739
C -0.605 -2.334 -1.568
O -1.328 -1.761 -0.680
C 0.137 -1.369 -2.528
P -0.417 0.340 -2.170
C -1.944 0.485 -3.172
C -3.039 -0.328 -2.866
C -4.242 -0.171 -3.536
C -4.380 0.804 -4.514
C -3.300 1.615 -4.825
C -2.091 1.457 -4.160
C 0.710 1.450 -3.067
C 1.536 1.027 -4.106
C 2.355 1.932 -4.764
C 2.349 3.270 -4.396
C 1.526 3.702 -3.365
C 0.713 2.796 -2.699
H -0.071 -1.677 -3.552
H 1.210 -1.466 -2.355
H -2.954 -1.067 -2.081
H -5.080 -0.809 -3.280
H -5.325 0.932 -5.028
H -3.393 2.376 -5.591
H -1.260 2.103 -4.414
H 1.544 -0.015 -4.402
H 3.000 1.591 -5.565
H 2.991 3.976 -4.909
H 1.527 4.742 -3.065
H 0.088 3.122 -1.876
Cl -4.472 -2.212 0.713
C -2.944 -2.620 1.510
Cl -2.130 -1.220 2.256
H -2.274 -3.002 0.750
H -3.164 -3.321 2.305
N -4.217 4.031 -1.528
N -3.947 2.856 -0.855
N -4.835 2.245 -0.104
C -4.147 1.210 0.319
N -2.896 1.199 -0.182
N -2.785 2.271 -0.923
H -3.973 4.804 -0.916
H -3.590 4.051 -2.324
H -4.532 0.462 0.987
C -2.755 4.846 3.360
C -3.123 3.489 3.281
C -2.364 2.616 2.550
C -1.204 3.027 1.843
C -0.452 2.097 1.048
C 0.722 2.595 0.517
C 1.149 3.930 0.676
C 0.384 4.828 1.365
C -0.815 4.392 1.976
C -1.622 5.279 2.731
H -3.355 5.536 3.943
H -3.995 3.134 3.819
H -2.617 1.564 2.535
H 1.371 1.945 -0.065
H 2.087 4.245 0.226
H 0.689 5.863 1.480
H -1.308 6.315 2.816

For the HOMO-LUMO gap (spin up / spin down), the calculation gives 6.0 / 6.0 eV. Its spin multiplicity is 4. As for the total charge: -1.

## ii
A molecular structure, C32H27Cl4N5O2PSV, computed with ωB97M-V/def2-TZVPD.

CARTESIAN COORDINATES (ANGSTROEM)
V -0.125 0.062 0.175
Cl -0.503 1.997 1.533
C -2.251 2.023 1.746
C -2.799 3.198 2.227
C -4.161 3.289 2.421
C -4.962 2.199 2.120
C -4.393 1.030 1.643
Cl -5.471 -0.299 1.289
C -3.004 0.873 1.440
S -2.284 -0.640 0.923
H -2.147 4.040 2.433
H -4.600 4.204 2.805
H -6.035 2.244 2.258
O 2.172 0.423 -3.033
C 1.247 0.922 -2.412
O 1.206 1.223 -1.152
C -0.078 1.287 -3.125
P -1.254 1.631 -1.744
C -2.894 1.665 -2.613
C -3.272 2.650 -3.531
C -4.507 2.591 -4.167
C -5.386 1.547 -3.893
C -5.028 0.567 -2.977
C -3.789 0.626 -2.340
C -1.053 3.441 -1.473
C -2.093 4.134 -0.852
C -1.936 5.452 -0.448
C -0.729 6.107 -0.660
C 0.306 5.438 -1.300
C 0.147 4.114 -1.700
H -0.416 0.456 -3.736
H 0.056 2.157 -3.765
H -2.598 3.473 -3.738
H -4.787 3.362 -4.874
H -6.351 1.508 -4.383
H -5.715 -0.240 -2.749
H -3.512 -0.125 -1.604
H -3.041 3.634 -0.679
H -2.752 5.962 0.052
H -0.591 7.127 -0.320
H 1.252 5.936 -1.473
H 0.976 3.603 -2.170
Cl -1.885 -5.238 3.203
C -1.605 -3.517 2.777
Cl -0.337 -3.303 1.586
H -1.302 -2.990 3.671
H -2.516 -3.111 2.361
N -1.734 -2.702 -3.817
N -0.884 -2.422 -2.755
N 0.175 -3.146 -2.484
C 0.667 -2.495 -1.441
N -0.089 -1.423 -1.124
N -1.085 -1.403 -1.990
H -2.239 -3.552 -3.599
H -2.378 -1.920 -3.877
H 1.555 -2.782 -0.904
C 1.042 -0.629 5.898
C -0.128 -0.649 5.099
C -0.033 -0.580 3.734
C 1.217 -0.512 3.057
C 1.290 -0.499 1.605
C 2.584 -0.535 1.099
C 3.755 -0.474 1.906
C 3.663 -0.427 3.261
C 2.383 -0.489 3.875
C 2.262 -0.536 5.292
H 0.965 -0.691 6.978
H -1.104 -0.709 5.569
H -0.937 -0.589 3.134
H 2.732 -0.602 0.024
H 4.731 -0.448 1.428
H 4.550 -0.367 3.885
H 3.171 -0.512 5.888

For the HOMO-LUMO gap (spin up / spin down), the calculation gives 5.9 / 7.2 eV. Its spin multiplicity is 4. As for the total charge: -1.

Short version: ii is the most stable of them.

## i
C8H14O2 in the gas phase, computed with ωB97M-V/def2-TZVPD.

CARTESIAN COORDINATES (ANGSTROEM)
C 2.517 0.383 -0.275
C 1.612 -0.499 0.415
C 0.242 -0.987 -0.207
C -0.344 0.339 0.227
C 0.244 -1.076 -1.744
C -0.310 -2.207 0.476
C -0.949 0.436 1.557
C -0.133 2.681 -0.507
O 3.582 0.716 0.230
O -0.526 1.279 -0.724
H 2.223 0.766 -1.388
H 1.761 -0.416 1.481
H 1.246 -1.513 -2.137
H 0.074 -0.089 -2.167
H -0.567 -1.749 -2.132
H 0.176 -2.326 1.501
H -0.046 -3.131 -0.098
H -1.410 -2.220 0.593
H -0.259 -0.085 2.290
H -1.843 -0.042 1.431
H -1.146 1.434 2.002
H -0.899 3.280 0.024
H 0.035 3.091 -1.558
H 0.856 2.700 0.031

For the HOMO-LUMO gap (spin up / spin down), the calculation gives 8.3 / 8.3 eV. As for the total charge: 0.

## ii
C8H14O2 in the gas phase, computed with ωB97M-V/def2-TZVPD.

CARTESIAN COORDINATES (ANGSTROEM)
C -1.185 1.447 0.142
C -1.490 -1.188 0.078
C 1.084 -0.413 1.772
C 2.249 -0.551 -0.489
C -1.100 -0.101 -0.874
C 1.002 -0.724 0.312
C -0.063 -1.395 -0.313
C -1.092 0.161 -2.194
O 0.023 2.130 0.293
O -1.908 1.450 1.331
H 0.033 2.956 -0.202
H -1.312 1.161 2.033
H -1.848 1.972 -0.550
H -2.206 -1.886 -0.349
H -1.666 -0.937 1.120
H 0.137 -2.215 -0.998
H 1.550 0.564 1.933
H 0.142 -0.559 2.296
H 2.912 -1.416 -0.360
H 2.010 -0.485 -1.553
H 2.819 0.337 -0.219
H 1.833 -1.069 2.232
H -0.324 -0.259 -2.828
H -1.601 1.021 -2.609

For the HOMO-LUMO gap (spin up / spin down), the calculation gives 6.7 / 7.4 eV. As for the total charge: 0.

Short version: i is the most stable of them.